(1)
A cluster of 2 separate species, C4H7BrNO3P in total, computed with ωB97M-V/def2-TZVPD.

```
17
C4H7BrNO3P (ωB97M-V/def2-TZVPD)
C 2.366 2.531 -0.047
C -0.510 -1.541 -1.195
C 0.020 0.346 1.757
C 1.818 1.726 -1.020
N 2.789 3.224 0.763
O 2.887 -0.732 -0.505
O 0.294 -0.361 -1.100
O 1.261 -0.005 1.145
P 1.670 0.062 -0.408
Br 1.574 2.303 -2.784
H -0.976 -1.785 -2.171
H -1.234 -1.387 -0.414
H 0.199 -2.385 -0.844
H -0.542 -0.574 1.729
H -0.551 1.221 1.085
H 0.123 0.653 2.803
H -0.293 1.864 0.120
```

Values from the calculation:
gap between HOMO and LUMO (alpha / beta) = 8.1393 / 7.3851 eV
total charge = 0
molar mass = 228.0 u
ΔE to the lowest compared entry with this formula, charge and spin = 96.29 kcal per mole
spin multiplicity = 1
E = -91221.341 eV

***

(2)
A cluster of 2 separate species, C4H7BrNS in total, computed with ωB97M-V/def2-TZVPD.

```
14
C4H7BrNS (ωB97M-V/def2-TZVPD)
C 1.752 -0.494 -1.040
C 2.730 -1.387 -0.852
C 3.060 0.625 0.577
C 1.968 0.715 -0.216
N -1.700 0.012 0.803
S 3.847 -0.878 0.387
Br 0.744 2.135 -0.105
H 0.894 -0.499 -1.838
H 2.790 -2.328 -1.305
H 3.437 1.369 1.233
H -0.705 0.130 1.092
H -2.484 0.402 1.303
H -1.873 -1.002 0.681
H -1.914 0.494 -0.150
```

Values from the calculation:
gap between HOMO and LUMO = 8.1053 eV
total charge = +1
molar mass = 181.1 u
ΔE to the lowest compared entry with this formula, charge and spin = 20.46 kcal per mole
spin multiplicity = 1
E = -86621.800 eV

***

(3)
A structure of composition C4H7BrO, computed with ωB97M-V/def2-TZVPD.

```
13
C4H7BrO (ωB97M-V/def2-TZVPD)
C 0.175 -3.309 -2.553
C -0.956 -3.610 -2.653
C -1.253 -0.048 0.459
C -0.588 -0.538 -0.764
O -0.861 -0.407 -1.925
Br -2.665 -4.130 -3.070
H 1.127 -2.818 -2.490
H -0.134 -2.938 0.119
H -0.828 0.943 0.655
H -2.303 -0.006 0.547
H -0.770 -0.754 1.214
H -0.501 -3.422 0.613
H 0.259 -1.276 -0.631
```

Values from the calculation:
gap between HOMO and LUMO = 10.4401 eV
total charge = 0
molar mass = 151.0 u
ΔE to the lowest compared entry with this formula, charge and spin = 96.54 kcal per mole
spin multiplicity = 1
E = -76347.039 eV

***

(4)
A cluster of 2 separate species, C4H7BrO2 in total, computed with ωB97M-V/def2-TZVPD.

```
14
C4H7BrO2 (ωB97M-V/def2-TZVPD)
C -2.936 0.723 0.077
C 1.257 -0.455 1.215
C 1.053 -0.086 -1.298
C 0.319 -0.031 0.058
O -2.605 1.831 0.178
O -0.806 -0.746 0.068
Br -4.440 -0.246 -0.132
H 2.142 0.174 1.243
H 0.730 -0.387 2.163
H 1.551 -1.491 1.059
H 1.967 0.502 -1.265
H 0.406 0.293 -2.088
H 1.295 -1.124 -1.525
H 0.067 1.044 0.247
```

Values from the calculation:
gap between HOMO and LUMO (alpha / beta) = 9.3515 / 7.0333 eV
total charge = 0
molar mass = 167.0 u
ΔE to the lowest compared entry with this formula, charge and spin = 78.09 kcal per mole
spin multiplicity = 1
E = -78395.141 eV

***

(5)
A structure of composition C4H7BrO3Zn, computed with ωB97M-V/def2-TZVPD.

```
16
C4H7BrO3Zn (ωB97M-V/def2-TZVPD)
O 2.447 -0.234 0.748
C 1.758 -0.250 -0.314
O 1.850 -1.389 -1.013
O 1.052 0.687 -0.781
C 0.057 1.300 0.162
C -0.912 0.287 0.715
C -2.004 -0.116 -0.284
Br -2.971 -1.604 0.497
H 1.009 -1.557 -1.484
H 0.535 1.886 0.938
H -0.492 2.018 -0.433
H -0.440 -0.615 1.112
H -1.413 0.770 1.548
H -2.706 0.699 -0.386
H -1.608 -0.396 -1.251
Zn 3.838 -1.487 0.226
```

Values from the calculation:
gap between HOMO and LUMO = 2.3213 eV
total charge = +2
molar mass = 248.4 u
spin multiplicity = 1
E = -128843.091 eV

***

(6)
An isolated molecule of C4H7BrOS, computed with ωB97M-V/def2-TZVPD.

```
14
C4H7BrOS (ωB97M-V/def2-TZVPD)
S 1.310 -2.064 -0.102
C 1.043 -0.355 0.136
Br 2.721 0.692 0.067
C -0.035 -0.035 1.151
C -1.305 0.193 0.253
C -0.730 0.869 -1.019
O 0.417 0.101 -1.400
H 2.583 -2.024 -0.559
H 0.102 0.759 1.738
H -0.102 -0.881 1.714
H -1.863 -0.766 -0.143
H -2.091 0.739 0.829
H -1.541 0.774 -1.769
H -0.509 1.998 -0.895
```

Values from the calculation:
gap between HOMO and LUMO = 9.8776 eV
total charge = 0
molar mass = 183.1 u
ΔE to the lowest compared entry with this formula, charge and spin = 21.65 kcal per mole
structure (SMILES) = S[C@]1(Br)CCCO1
spin multiplicity = 1
E = -87184.720 eV

***

(7)
An isolated molecule of C4H7Cl, computed with ωB97M-V/def2-TZVPD.

```
12
C4H7Cl (ωB97M-V/def2-TZVPD)
Cl 1.097 0.019 -2.023
C -0.457 -0.444 -1.299
C -0.618 0.045 0.128
C 0.578 -0.383 0.955
C 0.290 1.060 0.774
H -0.538 -1.532 -1.314
H -1.261 -0.091 -2.087
H -1.636 -0.131 0.525
H 0.279 -0.704 1.948
H 1.391 -0.950 0.499
H 1.026 1.651 0.222
H -0.150 1.461 1.671
```

Values from the calculation:
gap between HOMO and LUMO = 11.0744 eV
total charge = 0
molar mass = 90.6 u
ΔE to the lowest compared entry with this formula, charge and spin = 14.40 kcal per mole
structure (SMILES) = ClCC1CC1
spin multiplicity = 1
E = -16782.747 eV

***

(8)
An isolated molecule of C4H7Cl, computed with ωB97M-V/def2-TZVPD.

```
12
C4H7Cl (ωB97M-V/def2-TZVPD)
C -1.732 0.669 0.843
C -0.332 0.708 0.531
C 0.274 0.361 -0.795
C 1.009 -0.928 -0.409
Cl 2.240 -0.766 1.015
H -1.876 0.747 1.928
H -2.522 0.656 0.032
H 0.382 0.401 1.374
H 1.177 1.031 -1.272
H -0.412 -0.100 -1.601
H 1.503 -0.984 -1.546
H 0.290 -1.795 -0.100
```

Values from the calculation:
gap between HOMO and LUMO = 10.2789 eV
total charge = 0
molar mass = 90.6 u
ΔE to the lowest compared entry with this formula, charge and spin = 56.50 kcal per mole
structure (SMILES) = C=CCCCl
spin multiplicity = 1
E = -16780.922 eV